Below is a structure of composition C45H42Cl5FLuNO2S2Si, with properties calculated with ωB97M-V with the def2-TZVPD basis set.

Each line ends with the Löwdin charge.
CARTESIAN COORDINATES (ANGSTROEM)
1 Lu 0.19255 -0.73033 -0.15212  1.604
2 Cl 1.94332 -0.15021 3.58770  0.701
3 C 2.75887 -0.99924 2.34070  -0.740
4 C 2.21440 -1.26197 1.09182  -0.292
5 C 2.89360 -2.03515 0.16137  -0.694
6 Cl 2.30896 -2.34662 -1.44103  0.719
7 C 4.16931 -2.63482 0.50147  -0.744
8 Cl 5.01753 -3.52767 -0.63934  0.713
9 C 4.77079 -2.25842 1.67629  -0.719
10 Cl 6.43328 -2.59529 1.90983  0.685
11 C 4.03476 -1.49580 2.62722  -0.754
12 Cl 4.79251 -1.18331 4.07752  0.714
13 O -0.56614 -2.85413 -0.25201  -0.661
14 S -1.50985 -4.02488 -0.25085  1.065
15 C -3.18739 -3.35397 -0.45780  -0.307
16 C -3.56108 -1.94474 0.03851  -0.194
17 C -3.64882 -1.73779 1.57845  -0.209
18 C -3.71426 -0.29206 2.04293  -0.249
19 S -2.10352 0.70297 2.06953  1.052
20 O -0.91495 -0.00859 1.45385  -0.686
21 C -1.81833 0.55071 3.79621  -0.408
22 C -2.33477 1.60793 4.60121  -0.076
23 C -2.12930 1.59677 5.96789  -0.077
24 C -1.52355 0.47510 6.55302  -0.054
25 C -1.14924 -0.64325 5.76928  -0.058
26 C -1.26993 -0.56350 4.39096  -0.122
27 C -1.75733 -4.70165 1.40532  -0.376
28 C -2.77755 -5.60106 1.70539  -0.080
29 C -3.00651 -5.95645 3.04456  -0.065
30 C -2.12886 -5.54658 4.02908  -0.074
31 C -1.07174 -4.69753 3.71859  -0.078
32 C -0.87965 -4.29357 2.42194  -0.086
33 H -3.90527 -4.04482 -0.05719  0.075
34 H -3.34762 -3.43579 -1.54445  0.096
35 H -4.56642 -1.69846 -0.38050  0.138
36 H -2.92675 -1.18084 -0.43742  0.092
37 H -2.84108 -2.28585 2.16174  0.117
38 H -4.56380 -2.23199 1.92305  0.122
39 H -4.01506 -0.17138 3.08108  0.090
40 H -4.39883 0.27832 1.44731  0.084
41 H -2.88852 2.44801 4.18061  0.116
42 H -2.52094 2.42217 6.59381  0.121
43 H -1.51006 0.39460 7.66377  0.119
44 H -0.82755 -1.56054 6.22358  0.103
45 H -1.04751 -1.43306 3.75540  0.104
46 H -3.43012 -6.04274 0.96891  0.111
47 H -3.82658 -6.62197 3.31747  0.114
48 H -2.21812 -5.83373 5.08362  0.117
49 H -0.40026 -4.40482 4.50288  0.109
50 H -0.11830 -3.50528 2.16349  0.124
51 C -0.08809 3.16189 0.45678  -0.174
52 Si -1.27064 2.74233 -0.98518  0.464
53 C -0.84521 4.01533 -2.36919  -0.167
54 C -3.07681 3.13604 -0.40227  -0.188
55 N -1.00193 1.04594 -1.44137  -0.159
56 C -1.62638 0.57200 -2.57696  -0.353
57 C -2.59626 1.23821 -3.35785  -0.051
58 C -3.19022 0.61976 -4.47351  -0.095
59 C -2.84385 -0.68097 -4.84078  -0.115
60 C -1.77149 -1.32642 -4.16300  -0.032
61 C -1.21552 -0.70089 -3.07480  -0.216
62 F -0.17592 -1.35479 -2.38554  -0.155
63 H -0.53156 3.33394 1.45123  0.018
64 H 0.48905 4.04779 0.27484  0.016
65 H 0.63398 2.35842 0.60013  -0.005
66 H -1.68156 4.67269 -2.60541  0.017
67 H -0.53101 3.49938 -3.28354  0.014
68 H 0.00384 4.65699 -2.05607  0.031
69 H -3.38088 4.15374 -0.64377  0.020
70 H -3.26051 2.92054 0.64805  -0.021
71 H -3.70878 2.47447 -1.02588  0.013
72 H -2.91244 2.22407 -3.05615  0.076
73 H -3.96943 1.15314 -5.01639  0.100
74 H -3.42676 -1.20953 -5.60380  0.094
75 H -1.40341 -2.32549 -4.47072  0.124
76 C 6.87151 3.54817 -1.34931  -0.131
77 C 6.07526 3.79018 -0.25732  -0.124
78 C 4.91255 3.06857 -0.03779  -0.052
79 C 4.44259 2.15859 -1.01315  -0.217
80 C 5.22829 1.96121 -2.16736  -0.033
81 C 6.40549 2.70626 -2.35592  -0.092
82 C 3.16889 1.44098 -0.76247  -0.161
83 C 2.27964 0.92107 -1.62141  -0.145
84 C 2.06549 1.33671 -2.97301  -0.279
85 C 1.78836 0.43575 -4.05406  -0.064
86 C 1.54266 0.88280 -5.32905  -0.115
87 C 1.61079 2.22798 -5.62054  -0.140
88 C 1.90336 3.11931 -4.63786  -0.118
89 C 2.11961 2.68379 -3.33759  -0.075
90 H 7.79412 4.13570 -1.50623  0.101
91 H 6.39764 4.56762 0.45363  0.102
92 H 4.34933 3.23834 0.87063  0.102
93 H 4.91470 1.24160 -2.92448  0.114
94 H 6.96555 2.56016 -3.29728  0.103
95 H 2.90484 1.27490 0.29717  0.062
96 H 1.74035 -0.61520 -3.85188  0.071
97 H 1.24955 0.13316 -6.08724  0.107
98 H 1.29685 2.53437 -6.63542  0.103
99 H 1.92406 4.21488 -4.84037  0.116
100 H 2.30600 3.41775 -2.57520  0.108

Atoms 1-2, force components in eV/Å:
Lu 1.885 1.784 -2.801
Cl -0.559 0.401 0.101

- Energy relative to the best compared isomer or geometry (same formula, charge and spin): 140.8 kJ/mol